ORCA calculation (ωB97M-V/def2-TZVPD) on an isolated molecule of C3H5NO2.

Geometry as ORCA input:
```
! wB97M-V def2-TZVPD RIJCOSX def2/J DEFGRID3
* xyz 0 1
N 2.1145 0.1812 0.5324
C 1.6794 0.2207 -0.6535
O 0.3711 0.1972 -0.9679
C -0.5085 -0.0911 0.0614
C -1.8062 0.1571 -0.0795
O -2.7526 -0.2382 0.8161
H 3.1311 0.1936 0.5376
H 2.2664 0.2540 -1.5749
H -0.0609 -0.5445 0.9404
H -2.3553 -0.8784 1.4222
H -2.2366 0.6898 -0.9224
*
```

## Properties
Structure (SMILES): [H]/N=C/O/C=C/O
ΔE to the lowest compared entry with this formula, charge and spin (kcal/mol): 47.7
Total energy (hartree): -322.498386
HOMO-LUMO gap (eV): 9.53

Mulliken atomic charge list, values in e, 4 entries: atom 1 (N): -0.605, atom 2 (C): 0.136, atom 3 (O): -0.337, atom 4 (C): -0.329



ORCA calculation (ωB97M-V/def2-TZVPD) on an isolated molecule of C3H5NO2.

Geometry as ORCA input:
```
! wB97M-V def2-TZVPD RIJCOSX def2/J DEFGRID3
* xyz 0 1
C 1.3999 -1.1361 0.1108
N -0.2457 -0.6770 0.0826
C -0.4097 0.7204 -0.0323
O 0.4572 1.5648 0.0410
C -1.8424 1.2462 -0.4006
O -2.3721 1.0942 -1.4702
H 1.8941 -0.2994 -0.3453
H 1.9019 -1.3294 1.1017
H 1.4147 -2.0727 -0.4408
H 0.0856 -1.0138 0.9753
H -2.2835 1.9028 0.3779
*
```

## Properties
Structure (SMILES): CNC(=O)C=O
ΔE to the lowest compared entry with this formula, charge and spin (kcal/mol): 79.7
Total energy (hartree): -322.447248
HOMO-LUMO gap (eV): 10.18

Mulliken atomic charge list, values in e, 4 entries: atom 1 (C): -0.761, atom 2 (N): -0.509, atom 3 (C): 0.713, atom 4 (O): -0.495



ORCA calculation (ωB97M-V/def2-TZVPD) on an isolated molecule of C3H5NO2.

Geometry as ORCA input:
```
! wB97M-V def2-TZVPD RIJCOSX def2/J DEFGRID3
* xyz 0 1
O 2.1014 -0.9477 -0.1051
N 1.5396 0.2406 0.4366
C 0.2969 0.1964 0.2345
C -0.8729 1.0707 0.5843
O -1.7544 0.0944 -0.0039
C -0.6621 -0.7423 -0.4333
H 2.5825 -0.6219 -0.8728
H -0.9044 2.0316 0.0553
H -1.0606 1.2251 1.6514
H -0.6949 -1.7553 -0.0207
H -0.5710 -0.7915 -1.5265
*
```

## Properties
Structure (SMILES): ON=C1COC1
ΔE to the lowest compared entry with this formula, charge and spin (kcal/mol): 90.1
Total energy (hartree): -322.430746
HOMO-LUMO gap (eV): 10.95

Mulliken atomic charge list, values in e, 4 entries: atom 1 (O): -0.367, atom 2 (N): -0.598, atom 3 (C): 0.500, atom 4 (C): -0.251



ORCA calculation (ωB97M-V/def2-TZVPD) on a 2-piece molecular cluster, C3H5NO2 overall.

Geometry as ORCA input:
```
! wB97M-V def2-TZVPD RIJCOSX def2/J DEFGRID3
* xyz 0 1
C 1.5762 0.4949 0.6223
C 0.0964 0.5831 -2.5540
C -0.1239 -0.5490 1.7084
N 1.9051 1.0142 -0.3203
O 0.4311 -0.0526 -1.5586
O 1.2106 -0.0101 1.6942
H 0.8278 0.5517 -3.3942
H -0.8375 0.9838 -2.7513
H -0.2482 -0.6267 2.8107
H -0.0302 -1.5824 1.2283
H -0.9714 0.0870 1.2876
*
```

## Properties
Structure (SMILES): COC#N.C=O
ΔE to the lowest compared entry with this formula, charge and spin (kcal/mol): 94.2
Total energy (hartree): -322.424290
HOMO-LUMO gap (eV): 10.59

Mulliken atomic charge list, values in e, 4 entries: atom 1 (C): 0.586, atom 2 (C): -0.119, atom 3 (C): -0.559, atom 4 (N): -0.438



Copy entry 3 word for word.
ORCA calculation (ωB97M-V/def2-TZVPD) on an isolated molecule of C3H5NO2.

Geometry as ORCA input:
```
! wB97M-V def2-TZVPD RIJCOSX def2/J DEFGRID3
* xyz 0 1
O 2.1014 -0.9477 -0.1051
N 1.5396 0.2406 0.4366
C 0.2969 0.1964 0.2345
C -0.8729 1.0707 0.5843
O -1.7544 0.0944 -0.0039
C -0.6621 -0.7423 -0.4333
H 2.5825 -0.6219 -0.8728
H -0.9044 2.0316 0.0553
H -1.0606 1.2251 1.6514
H -0.6949 -1.7553 -0.0207
H -0.5710 -0.7915 -1.5265
*
```

## Properties
Structure (SMILES): ON=C1COC1
ΔE to the lowest compared entry with this formula, charge and spin (kcal/mol): 90.1
Total energy (hartree): -322.430746
HOMO-LUMO gap (eV): 10.95

Mulliken atomic charge list, values in e, 4 entries: atom 1 (O): -0.367, atom 2 (N): -0.598, atom 3 (C): 0.500, atom 4 (C): -0.251



Copy entry 3 word for word.
ORCA calculation (ωB97M-V/def2-TZVPD) on an isolated molecule of C3H5NO2.

Geometry as ORCA input:
```
! wB97M-V def2-TZVPD RIJCOSX def2/J DEFGRID3
* xyz 0 1
O 2.1014 -0.9477 -0.1051
N 1.5396 0.2406 0.4366
C 0.2969 0.1964 0.2345
C -0.8729 1.0707 0.5843
O -1.7544 0.0944 -0.0039
C -0.6621 -0.7423 -0.4333
H 2.5825 -0.6219 -0.8728
H -0.9044 2.0316 0.0553
H -1.0606 1.2251 1.6514
H -0.6949 -1.7553 -0.0207
H -0.5710 -0.7915 -1.5265
*
```

## Properties
Structure (SMILES): ON=C1COC1
ΔE to the lowest compared entry with this formula, charge and spin (kcal/mol): 90.1
Total energy (hartree): -322.430746
HOMO-LUMO gap (eV): 10.95

Mulliken atomic charge list, values in e, 4 entries: atom 1 (O): -0.367, atom 2 (N): -0.598, atom 3 (C): 0.500, atom 4 (C): -0.251



What is the HOMO-LUMO gap in the second record? 10.18 eV



The lowest total energy belongs to which entry? number 1